Molecular formula: C5H10O2
Method: DFT, the ωB97M-V functional and the def2-TZVPD basis

## Properties
M in g mol⁻¹: 102.1
ΔE to the lowest compared entry with this formula, charge and spin in eV: 1.308
HOMO in eV: -10.17

```
17
C5H10O2 | the Open Molecules 2025 dataset | the ωB97M-V functional and the def2-TZVPD basis
C 0.11 0.24 2.43
C 0.76 0.20 1.05
C -0.26 -0.10 -0.06
O -1.13 1.01 -0.17
C 0.45 -0.39 -1.40
C -0.59 -0.56 -2.48
O -1.06 0.38 -3.08
H 0.80 0.62 3.18
H -0.77 0.89 2.42
H -0.21 -0.76 2.74
H 1.22 1.17 0.81
H 1.56 -0.56 1.03
H -0.84 -0.99 0.23
H -1.21 1.27 -1.09
H 1.05 -1.30 -1.30
H 1.10 0.45 -1.66
H -0.97 -1.59 -2.66
```

Just the Löwdin charges please, in e? Sure, here they are: number 1, C, carries -0.10; number 2, C, carries -0.22; number 3, C, carries -0.41; number 4, O, carries -0.02; number 5, C, carries -0.11; number 6, C, carries -0.25; number 7, O, carries 0.05; number 8, H, carries 0.07; number 9, H, carries 0.07; number 10, H, carries 0.07; number 11, H, carries 0.12; number 12, H, carries 0.11; number 13, H, carries 0.15; number 14, H, carries 0.08; number 15, H, carries 0.12; number 16, H, carries 0.13; number 17, H, carries 0.13

---

Molecular formula: C29H45Cl8N3O2
Method: DFT, the ωB97M-V functional and the def2-TZVPD basis

## Properties
M in g mol⁻¹: 751.3
ΔE to the lowest compared entry with this formula, charge and spin in eV: 0.000
HOMO in eV: -8.34

```
87
C29H45Cl8N3O2 | the Open Molecules 2025 dataset | the ωB97M-V functional and the def2-TZVPD basis
C -4.52 2.57 -0.31
C -4.05 1.67 -1.16
C -3.68 0.26 -0.77
C -2.34 0.10 -0.02
C -2.15 1.08 1.05
N -2.07 1.84 1.91
C -1.07 0.07 -0.91
C -1.21 -1.00 -1.92
N -1.26 -1.85 -2.69
C 0.18 -0.28 -0.07
C 0.11 -1.62 0.70
C 0.20 -1.42 2.23
N 1.52 -1.74 2.74
C 2.56 -0.84 2.26
C 2.70 0.54 2.88
C 3.70 1.35 2.34
C 3.96 2.63 2.79
C 3.18 3.16 3.81
C 2.19 2.38 4.37
C 1.96 1.08 3.92
O 0.98 0.33 4.54
C -0.88 1.41 -1.67
C 0.43 1.53 -2.48
C 1.48 2.43 -1.81
O 2.47 1.75 -1.06
C 3.37 1.01 -1.86
H -4.45 3.62 -0.54
H -5.01 2.30 0.63
H -3.97 1.96 -2.21
H -3.66 -0.38 -1.65
H -4.47 -0.12 -0.12
H -2.38 -0.88 0.47
H 0.35 0.57 0.59
H 1.04 -0.31 -0.73
H -0.79 -2.18 0.47
H 0.95 -2.23 0.36
H -0.50 -2.11 2.70
H -0.15 -0.42 2.49
H 1.54 -1.82 3.74
H 3.52 -1.34 2.39
H 2.45 -0.70 1.18
H 4.30 0.95 1.54
H 4.75 3.23 2.35
H 3.34 4.16 4.18
H 1.57 2.78 5.17
H 0.48 0.92 5.10
H -0.99 2.21 -0.93
H -1.70 1.48 -2.37
H 0.17 1.98 -3.43
H 0.85 0.54 -2.66
H 1.01 3.15 -1.14
H 1.99 3.02 -2.58
H 2.95 0.04 -2.14
H 4.27 0.82 -1.28
H 3.62 1.57 -2.77
Cl 3.20 -3.95 1.76
C 4.38 -5.23 1.39
C 5.74 -4.92 1.96
Cl 6.50 -3.53 1.14
H 4.41 -5.36 0.31
H 4.00 -6.15 1.83
H 6.40 -5.77 1.82
H 5.68 -4.69 3.02
Cl 1.41 -5.42 -4.83
C -0.31 -5.75 -4.48
C -0.73 -5.20 -3.14
Cl 0.04 -6.08 -1.79
H -0.46 -6.82 -4.54
H -0.89 -5.27 -5.27
H -1.80 -5.31 -3.03
H -0.48 -4.15 -3.05
Cl 0.07 4.15 -5.70
C -1.43 5.11 -5.56
C -2.11 4.90 -4.23
Cl -2.78 3.25 -4.08
H -2.08 4.84 -6.39
H -1.14 6.16 -5.66
H -2.94 5.59 -4.13
H -1.42 5.05 -3.40
Cl -6.94 0.79 2.33
C -5.96 0.62 3.81
C -4.51 0.34 3.50
Cl -4.27 -1.28 2.78
H -6.41 -0.15 4.42
H -6.02 1.57 4.35
H -3.93 0.37 4.42
H -4.11 1.07 2.81
```

Just the Löwdin charges please, in e? Sure, here they are: number 1, C, carries 0.02; number 2, C, carries -0.19; number 3, C, carries -0.13; number 4, C, carries -0.24; number 5, C, carries -0.21; number 6, N, carries 0.21; number 7, C, carries -0.38; number 8, C, carries -0.16; number 9, N, carries 0.22; number 10, C, carries -0.13; number 11, C, carries -0.14; number 12, C, carries -0.22; number 13, N, carries -0.10; number 14, C, carries -0.20; number 15, C, carries -0.12; number 16, C, carries -0.05; number 17, C, carries -0.09; number 18, C, carries -0.09; number 19, C, carries -0.03; number 20, C, carries -0.26; number 21, O, carries 0.03; number 22, C, carries -0.13; number 23, C, carries -0.13; number 24, C, carries -0.21; number 25, O, carries -0.21; number 26, C, carries -0.11; number 27, H, carries 0.06; number 28, H, carries 0.03; number 29, H, carries 0.03; number 30, H, carries 0.11; number 31, H, carries 0.11; number 32, H, carries 0.12; number 33, H, carries 0.13; number 34, H, carries 0.10; number 35, H, carries 0.10; number 36, H, carries 0.10; number 37, H, carries 0.12; number 38, H, carries 0.09; number 39, H, carries 0.11; number 40, H, carries 0.09; number 41, H, carries 0.11; number 42, H, carries 0.11; number 43, H, carries 0.10; number 44, H, carries 0.10; number 45, H, carries 0.11; number 46, H, carries 0.10; number 47, H, carries 0.12; number 48, H, carries 0.06; number 49, H, carries 0.08; number 50, H, carries 0.10; number 51, H, carries 0.12; number 52, H, carries 0.11; number 53, H, carries 0.08; number 54, H, carries 0.09; number 55, H, carries 0.09; number 56, Cl, carries 0.63; number 57, C, carries -0.65; number 58, C, carries -0.67; number 59, Cl, carries 0.53; number 60, H, carries 0.07; number 61, H, carries 0.07; number 62, H, carries 0.07; number 63, H, carries 0.07; number 64, Cl, carries 0.53; number 65, C, carries -0.67; number 66, C, carries -0.68; number 67, Cl, carries 0.52; number 68, H, carries 0.06; number 69, H, carries 0.07; number 70, H, carries 0.07; number 71, H, carries 0.02; number 72, Cl, carries 0.55; number 73, C, carries -0.66; number 74, C, carries -0.63; number 75, Cl, carries 0.62; number 76, H, carries 0.07; number 77, H, carries 0.07; number 78, H, carries 0.07; number 79, H, carries 0.07; number 80, Cl, carries 0.55; number 81, C, carries -0.65; number 82, C, carries -0.65; number 83, Cl, carries 0.57; number 84, H, carries 0.07; number 85, H, carries 0.07; number 86, H, carries 0.08; number 87, H, carries 0.02

---

Molecular formula: C23H22Br4InN5O4S2
Method: DFT, the ωB97M-V functional and the def2-TZVPD basis

## Properties
Total charge: -2
M in g mol⁻¹: 931.0
ΔE to the lowest compared entry with this formula, charge and spin in eV: 1.089
HOMO in eV: -1.50

```
61
C23H22Br4InN5O4S2 | the Open Molecules 2025 dataset | the ωB97M-V functional and the def2-TZVPD basis
In 0.57 -0.80 0.78
N 5.02 -0.96 1.50
C 3.81 -1.26 0.92
S 2.68 -2.13 1.90
N 3.74 -0.91 -0.35
N 2.53 -1.05 -0.94
C 2.57 -1.07 -2.21
C 1.38 -1.22 -3.06
C 1.56 -1.49 -4.42
C 0.45 -1.77 -5.20
C -0.80 -1.80 -4.60
C -0.88 -1.48 -3.26
N 0.17 -1.14 -2.52
H 4.99 -0.92 2.50
H 5.51 -0.20 1.04
H 3.54 -1.08 -2.71
H 2.56 -1.49 -4.84
H 0.57 -1.98 -6.26
H -1.68 -2.07 -5.16
H -1.83 -1.49 -2.75
Br -2.84 -0.96 7.18
C -2.52 -1.04 5.31
C -3.38 -1.73 4.48
Br -4.91 -2.61 5.18
C -3.12 -1.77 3.09
Br -4.31 -2.64 1.88
C -2.00 -1.16 2.52
O -1.71 -1.13 1.26
C -1.08 -0.48 3.40
O -0.07 0.07 2.82
C -1.39 -0.40 4.76
Br -0.18 0.61 5.83
O -0.66 -5.08 -0.41
S -0.56 -3.85 0.39
N 0.22 -2.73 -0.18
C 2.92 3.61 1.60
C 2.93 2.56 2.51
C 2.34 1.34 2.19
C 1.71 1.13 0.96
C 1.76 2.19 0.05
C 2.35 3.41 0.35
H 3.35 4.57 1.86
H 3.35 2.70 3.50
H 2.34 0.55 2.93
H 1.33 2.06 -0.95
H 2.35 4.21 -0.38
C -0.67 2.38 -2.55
C -1.45 2.65 -1.27
O -2.05 1.50 -0.70
C -3.21 1.10 -1.41
C -3.91 -0.01 -0.67
H -0.15 3.30 -2.85
H -1.32 2.07 -3.37
H 0.06 1.60 -2.37
H -2.21 3.41 -1.45
H -0.77 3.02 -0.51
H -2.94 0.77 -2.42
H -3.87 1.97 -1.52
H -3.19 -0.78 -0.37
H -4.68 -0.45 -1.30
H -4.37 0.36 0.25
```

Just the Löwdin charges please, in e? Sure, here they are: number 1, In, carries 0.70; number 2, N, carries 0.04; number 3, C, carries -0.90; number 4, S, carries 0.59; number 5, N, carries -0.02; number 6, N, carries -0.05; number 7, C, carries -0.11; number 8, C, carries -0.27; number 9, C, carries -0.04; number 10, C, carries -0.09; number 11, C, carries -0.08; number 12, C, carries -0.13; number 13, N, carries 0.11; number 14, H, carries 0.06; number 15, H, carries 0.08; number 16, H, carries 0.11; number 17, H, carries 0.10; number 18, H, carries 0.09; number 19, H, carries 0.09; number 20, H, carries 0.11; number 21, Br, carries 0.61; number 22, C, carries -0.78; number 23, C, carries -0.77; number 24, Br, carries 0.62; number 25, C, carries -0.63; number 26, Br, carries 0.70; number 27, C, carries -0.44; number 28, O, carries -0.22; number 29, C, carries -0.43; number 30, O, carries -0.18; number 31, C, carries -0.64; number 32, Br, carries 0.68; number 33, O, carries -0.60; number 34, S, carries 0.69; number 35, N, carries -0.45; number 36, C, carries -0.13; number 37, C, carries -0.10; number 38, C, carries -0.15; number 39, C, carries -0.20; number 40, C, carries -0.14; number 41, C, carries -0.12; number 42, H, carries 0.08; number 43, H, carries 0.09; number 44, H, carries 0.06; number 45, H, carries 0.06; number 46, H, carries 0.08; number 47, C, carries -0.08; number 48, C, carries -0.28; number 49, O, carries -0.14; number 50, C, carries -0.30; number 51, C, carries -0.09; number 52, H, carries 0.08; number 53, H, carries 0.07; number 54, H, carries 0.05; number 55, H, carries 0.11; number 56, H, carries 0.11; number 57, H, carries 0.10; number 58, H, carries 0.11; number 59, H, carries 0.04; number 60, H, carries 0.07; number 61, H, carries 0.08

---

Molecular formula: C3H12Si4
Method: DFT, the ωB97M-V functional and the def2-TZVPD basis

## Properties
M in g mol⁻¹: 160.5
ΔE to the lowest compared entry with this formula, charge and spin in eV: 1.240
HOMO in eV: -8.61

```
19
C3H12Si4 | the Open Molecules 2025 dataset | the ωB97M-V functional and the def2-TZVPD basis
Si 2.04 1.61 -0.55
C 0.96 0.26 0.06
C 0.25 -0.56 0.83
Si 0.64 -1.62 2.30
C -0.51 -0.05 -0.35
Si -0.71 -1.09 -1.97
Si -1.90 1.22 0.21
H 1.71 1.63 -1.99
H 3.33 1.37 -0.05
H 1.84 2.88 -0.03
H 0.54 -3.01 2.11
H -0.45 -1.46 3.30
H 1.94 -1.49 2.68
H -2.07 -1.07 -2.65
H -0.29 -2.41 -1.82
H 0.27 -0.42 -2.69
H -2.90 0.11 0.65
H -2.59 2.22 -0.73
H -1.31 2.00 1.39
```

Just the Löwdin charges please, in e? Sure, here they are: number 1, Si, carries 0.64; number 2, C, carries -0.40; number 3, C, carries -0.44; number 4, Si, carries 0.67; number 5, C, carries -0.74; number 6, Si, carries 0.64; number 7, Si, carries 0.61; number 8, H, carries -0.05; number 9, H, carries -0.09; number 10, H, carries -0.10; number 11, H, carries -0.11; number 12, H, carries -0.06; number 13, H, carries -0.11; number 14, H, carries -0.06; number 15, H, carries -0.10; number 16, H, carries -0.10; number 17, H, carries -0.05; number 18, H, carries -0.09; number 19, H, carries -0.05

---

Q: HOMO of number 4 (C3H12Si4)?
A: -8.61 eV

---

Q: Look up the ΔE to the lowest compared entry with this formula, charge and spin of the fourth one.
A: 1.240 eV